[1]
An isolated molecule of C5H11NSi, computed with ωB97M-V with the def2-TZVPD basis set.

The max |F| comes out at 4.595 eV/Å. As for the spin multiplicity: 1. The value obtained for the energy relative to the best compared isomer or geometry (same formula, charge and spin) is 2.561 eV. As for the HOMO-LUMO gap: 0.4003 hartree. The SMILES is CC(C)(C)[SiH2]C#N. For the HOMO energy, the calculation gives -10.3 eV.

Geometry (Å):
C: -2.795 -0.528 0.136
C: -0.487 1.346 -0.634
C: 1.335 0.688 1.057
C: 1.265 -0.714 -1.044
C: 0.385 0.118 -0.057
N: -3.808 -0.274 -0.306
Si: -0.967 -1.104 0.844
H: -1.290 1.079 -1.376
H: -1.128 1.644 0.221
H: 0.307 2.104 -1.020
H: 1.640 -0.281 1.528
H: 0.511 1.172 1.668
H: 2.146 1.192 0.530
H: 1.707 -0.124 -1.881
H: 2.171 -1.049 -0.468
H: 0.675 -1.502 -1.544
H: -0.818 -1.392 2.242
H: -0.847 -2.377 0.104

Force components x, y, z for each atom (eV/Å):
C 3.855 -1.148 2.222
C 1.088 -0.978 -0.176
C -2.917 -2.170 -0.446
C 0.033 0.648 -0.132
C -1.260 0.040 -0.044
N -1.962 0.552 -0.911
Si -0.285 0.910 -3.493
H 1.318 0.116 0.177
H 0.787 0.745 -0.364
H -1.875 -0.858 0.652
H 0.483 1.305 0.261
H 2.175 0.432 0.028
H -0.100 0.557 0.804
H -0.485 0.104 0.582
H -1.054 -0.413 -0.639
H 0.612 -0.013 0.408
H -0.311 0.285 0.842
H -0.100 -0.115 0.230

[2]
An isolated molecule of C20H23F2NO, computed with ωB97M-V with the def2-TZVPD basis set.

The max |F| comes out at 2.353 eV/Å. As for the spin multiplicity: 1. The value obtained for the energy relative to the best compared isomer or geometry (same formula, charge and spin) is 0.143 eV. As for the HOMO-LUMO gap: 0.3522 hartree. The SMILES is Cc1cc(CN2[C@H](CO)CC[C@@H]2c2ccc(F)cc2)cc(C)c1F. For the HOMO energy, the calculation gives -8.8 eV.

Geometry (Å):
F: -1.453 2.085 5.860
F: 1.095 -4.943 -1.658
O: 2.458 0.578 -0.741
C: -0.335 1.208 3.937
C: -1.899 3.033 3.740
C: 0.307 -1.947 0.269
C: -0.923 -1.920 -1.771
C: -0.125 1.222 2.555
C: -1.664 3.054 2.401
C: -1.249 2.100 4.543
C: 0.534 -3.724 -1.362
C: 0.890 -3.129 -0.110
C: -0.405 -3.122 -2.200
C: -0.575 -1.308 -0.595
C: -0.793 2.153 1.759
N: -0.198 1.088 -0.386
C: 1.838 -3.759 0.879
C: -0.901 -3.742 -3.501
C: -1.176 -0.002 -0.299
C: 1.684 0.533 -1.941
C: 0.799 2.843 -1.609
C: 0.543 3.193 -0.143
C: 0.417 1.400 -1.706
C: -0.608 2.305 0.264
H: 1.867 0.681 0.014
H: 0.194 0.457 4.566
H: -2.636 3.682 4.251
H: 0.549 -1.496 1.262
H: -1.634 -1.493 -2.441
H: 0.515 0.491 2.073
H: -2.176 3.797 1.817
H: 2.556 -4.414 0.352
H: 1.329 -4.402 1.598
H: 2.387 -2.979 1.373
H: -0.106 -4.367 -3.933
H: -1.815 -4.357 -3.326
H: -1.143 -2.938 -4.177
H: -1.640 -0.021 0.697
H: -1.968 0.214 -1.006
H: 2.267 0.857 -2.791
H: 1.400 -0.515 -2.146
H: 0.137 3.402 -2.310
H: 1.863 3.033 -1.835
H: 1.401 2.949 0.504
H: 0.259 4.239 -0.044
H: -0.318 1.242 -2.525
H: -1.549 2.738 -0.160

Force components x, y, z for each atom (eV/Å):
F -0.062 -0.119 0.218
F -0.452 0.886 -0.043
O 0.904 0.116 -0.776
C -0.112 -0.400 1.081
C -0.718 -0.043 2.241
C -0.199 0.897 0.212
C 0.095 -0.275 -0.309
C -0.523 0.459 0.038
C 0.468 -0.358 -1.149
C 1.215 -0.496 -1.909
C 0.130 0.468 1.264
C 0.081 -1.160 -0.467
C 0.631 -1.474 -0.047
C -0.127 -0.554 0.021
C -0.357 0.655 0.465
N 0.030 -0.913 0.225
C 0.338 -1.100 -1.183
C 0.331 -0.502 0.844
C 0.028 1.191 0.145
C -1.241 -1.024 1.469
C 0.044 1.196 -0.008
C -0.069 1.058 0.204
C -0.088 -1.555 -0.346
C -0.128 0.042 -0.166
H -0.461 -0.113 -0.248
H -0.499 0.708 -0.480
H 0.569 -0.227 -0.591
H -0.149 -0.456 -0.986
H -0.483 0.644 -0.205
H 0.095 0.097 0.217
H -0.175 0.146 -0.312
H -0.208 0.325 0.273
H -0.097 0.181 0.068
H 0.235 0.224 0.404
H -0.436 0.108 0.010
H 0.701 0.361 -0.148
H -0.134 0.116 -0.366
H 0.285 0.258 -0.130
H -0.547 -0.102 -0.304
H 0.264 0.492 -0.061
H 0.045 0.289 0.055
H 0.636 0.070 0.642
H -0.560 -0.126 -0.230
H -0.160 0.272 -0.348
H 0.300 0.164 0.276
H 0.305 -0.092 0.292
H 0.256 -0.334 0.149

[3]
A structure of composition C24H33CaN4O12, computed with ωB97M-V with the def2-TZVPD basis set.

The max |F| comes out at 2.733 eV/Å. As for the spin multiplicity: 1. The value obtained for the energy relative to the best compared isomer or geometry (same formula, charge and spin) is 3.709 eV. As for the net charge: +1. As for the HOMO-LUMO gap: 0.1538 hartree. For the HOMO energy, the calculation gives -9.9 eV.

Geometry (Å):
Ca: -1.226 -3.300 1.886
N: -0.214 -1.131 0.232
O: -0.494 -2.297 -0.193
O: -0.468 -0.908 1.440
O: 0.240 -0.294 -0.523
C: -7.080 -0.262 0.547
C: -6.507 -1.625 0.255
C: -5.969 -1.817 -1.149
O: -4.649 -2.282 -0.897
C: -4.363 -2.318 0.397
O: -3.255 -2.586 0.815
O: -5.350 -1.798 1.113
H: -7.971 -0.093 -0.060
H: -6.378 0.516 0.240
H: -7.304 -0.101 1.600
H: -7.240 -2.394 0.502
H: -5.893 -0.935 -1.787
H: -6.646 -2.517 -1.641
C: 2.379 -4.099 -1.525
C: 1.441 -3.697 -2.654
C: 1.589 -2.201 -3.104
O: 1.647 -2.325 -4.499
C: 1.892 -3.585 -4.891
O: 2.370 -3.864 -5.943
O: 1.726 -4.407 -3.842
H: 1.957 -4.972 -1.025
H: 2.340 -3.287 -0.792
H: 3.409 -4.231 -1.842
H: 0.391 -3.802 -2.375
H: 2.433 -1.718 -2.601
H: 0.722 -1.604 -2.822
C: -3.833 1.379 1.653
C: -3.660 2.115 0.337
C: -2.223 1.969 -0.227
O: -2.440 1.719 -1.621
C: -3.693 1.314 -1.807
O: -4.138 0.874 -2.822
O: -4.392 1.423 -0.666
H: -3.429 0.373 1.550
H: -4.856 1.400 2.023
H: -3.275 1.922 2.421
H: -3.964 3.161 0.380
H: -1.714 1.107 0.204
H: -1.587 2.840 -0.091
N: 1.940 1.821 -1.231
C: 2.374 2.839 -0.450
C: 3.492 3.445 -1.001
C: 3.743 2.688 -2.168
C: 2.697 1.833 -2.400
H: 1.104 1.277 -1.089
H: 1.888 3.045 0.494
H: 4.032 4.291 -0.615
H: 4.617 2.810 -2.793
H: 2.429 1.196 -3.225
N: 3.019 1.845 2.976
C: 3.499 3.054 3.405
C: 2.576 3.594 4.237
C: 1.445 2.705 4.295
C: 1.717 1.699 3.406
H: 3.455 1.269 2.271
H: 4.450 3.405 3.040
H: 2.692 4.536 4.750
H: 0.606 2.910 4.938
H: 1.105 0.859 3.121
N: 4.166 0.410 0.484
C: 5.429 0.628 0.963
C: 5.638 -0.391 1.880
C: 4.482 -1.214 1.915
C: 3.638 -0.763 0.937
H: 3.694 0.963 -0.219
H: 6.037 1.399 0.523
H: 6.548 -0.575 2.428
H: 4.476 -2.173 2.410
H: 2.687 -1.064 0.526

Force components x, y, z for each atom (eV/Å):
Ca -0.461 2.011 -1.792
N 0.033 0.186 -1.145
O 0.185 -0.845 0.535
O -0.125 -0.407 0.936
O -0.495 -0.787 0.861
C 0.076 0.604 -0.430
C -0.929 1.155 0.652
C -0.800 0.379 0.031
O 1.021 -1.443 -0.134
C -1.258 2.083 -1.149
O 0.931 -1.081 1.084
O 0.729 -1.153 0.197
H -0.125 -0.153 0.178
H 0.072 -0.159 0.009
H -0.175 -0.278 -0.003
H 0.258 -0.144 0.159
H 0.079 0.188 0.331
H 0.791 -0.446 -0.292
C -1.049 0.370 0.214
C 0.081 1.487 0.139
C -0.676 -0.925 1.012
O 0.107 1.368 -0.489
C 1.657 0.427 0.055
O -0.885 -0.374 0.116
O -0.256 -1.110 -0.005
H 0.484 -0.281 -0.091
H 0.173 0.008 0.039
H -0.041 -0.148 -0.083
H 0.058 -0.556 -0.009
H 0.482 -0.067 -0.725
H -0.135 -0.135 -0.151
C 0.207 0.961 0.244
C 1.059 -0.543 0.196
C -0.260 0.149 0.278
O 0.640 0.332 0.099
C -0.176 -0.371 -0.584
O 0.003 0.028 0.206
O -0.999 -0.007 0.041
H -0.190 -0.091 0.145
H -0.111 -0.281 -0.301
H 0.248 -0.167 -0.037
H -0.174 -0.078 -0.029
H -0.040 -0.026 0.040
H -0.117 0.088 -0.169
N 0.007 0.686 -1.429
C 0.130 1.024 1.265
C -0.989 -1.375 0.437
C 0.390 0.687 -1.264
C 0.261 -0.867 1.105
H 0.144 0.337 0.012
H -0.013 0.030 -0.038
H 0.122 -0.112 0.119
H -0.278 0.110 -0.279
H 0.284 -0.130 0.015
N -0.864 0.306 -0.626
C 0.320 -0.709 -0.295
C -0.478 0.252 0.532
C 0.809 1.147 -0.334
C 0.299 -0.540 0.708
H -0.048 0.110 0.132
H 0.060 0.035 0.212
H -0.086 -0.070 0.062
H -0.305 -0.340 -0.267
H 0.192 -0.138 -0.027
N -0.074 0.051 -1.380
C -0.749 -1.042 0.509
C 0.412 0.579 -0.101
C 0.860 -0.943 -0.474
C -0.283 0.906 0.449
H 0.312 0.076 -0.049
H 0.088 0.137 0.324
H -0.048 0.109 0.069
H -0.334 0.108 0.169
H -0.036 -0.191 0.268

[4]
An isolated molecule of C24H32N8O2, computed with ωB97M-V with the def2-TZVPD basis set.

The max |F| comes out at 1.358 eV/Å. As for the spin multiplicity: 1. The value obtained for the energy relative to the best compared isomer or geometry (same formula, charge and spin) is 0.012 eV. As for the HOMO-LUMO gap: 0.2972 hartree. The SMILES is COc1cccc(N2CCN(c3ccc4nnc(CCC(=O)N5CCN(C)CC5)n4n3)CC2)c1. For the HOMO energy, the calculation gives -7.8 eV.

Geometry (Å):
C: -0.183 -3.016 1.942
H: 0.048 -3.555 1.018
O: 0.343 -1.705 1.913
C: 1.677 -1.538 1.705
C: 2.091 -0.210 1.612
C: 3.421 0.128 1.387
C: 4.347 -0.920 1.304
C: 3.931 -2.232 1.380
C: 2.600 -2.565 1.566
H: 2.306 -3.600 1.607
H: 4.663 -3.021 1.295
H: 5.402 -0.720 1.197
N: 3.839 1.458 1.302
C: 2.856 2.519 1.321
H: 3.396 3.445 1.542
C: 2.144 2.630 -0.056
N: 2.989 2.015 -1.065
C: 2.707 0.724 -1.425
N: 1.475 0.313 -1.216
N: 1.201 -0.945 -1.549
C: 0.044 -1.638 -1.393
N: 0.230 -2.872 -1.805
N: 1.479 -3.019 -2.234
C: 2.089 -1.862 -2.087
C: 3.391 -1.405 -2.362
C: 3.693 -0.121 -2.043
H: 4.680 0.258 -2.244
H: 4.105 -2.078 -2.806
C: -1.194 -1.068 -0.808
C: -2.342 -2.081 -0.868
C: -3.422 -1.726 0.137
O: -3.432 -2.232 1.247
N: -4.373 -0.840 -0.238
C: -4.425 -0.052 -1.444
H: -3.658 -0.357 -2.152
C: -4.259 1.430 -1.099
N: -5.307 1.834 -0.182
C: -5.281 3.256 0.080
H: -5.397 3.793 -0.860
H: -4.347 3.584 0.562
H: -6.116 3.511 0.732
C: -5.225 1.052 1.039
C: -5.388 -0.430 0.710
H: -5.276 -1.039 1.608
H: -6.374 -0.598 0.267
H: -6.028 1.367 1.709
H: -4.260 1.206 1.555
H: -4.342 2.028 -2.010
H: -3.254 1.594 -0.664
H: -5.410 -0.192 -1.906
H: -1.946 -3.054 -0.579
H: -2.731 -2.171 -1.881
H: -0.985 -0.814 0.236
H: -1.441 -0.139 -1.331
C: 4.358 2.448 -0.887
H: 4.969 2.193 -1.752
C: 4.928 1.819 0.415
H: 5.579 2.540 0.923
H: 5.516 0.938 0.172
H: 4.334 3.538 -0.812
H: 1.191 2.106 -0.060
H: 1.982 3.678 -0.324
H: 2.141 2.353 2.124
H: 1.315 0.530 1.707
H: 0.200 -3.576 2.799
H: -1.263 -2.897 2.032

Force components x, y, z for each atom (eV/Å):
C -0.163 -0.285 0.045
H 0.014 0.010 0.003
O 0.291 0.329 0.005
C 0.107 0.093 0.006
C -0.042 -0.007 0.194
C -0.125 -0.352 0.307
C 0.208 -0.037 -0.069
C 0.028 0.137 -0.032
C -0.343 -0.221 0.045
H -0.073 -0.099 0.016
H 0.066 -0.065 0.007
H 0.070 0.042 0.001
N 0.051 0.160 0.125
C -0.039 -0.008 0.030
H -0.076 -0.038 0.036
C -0.242 0.053 0.102
N 0.010 0.433 -0.146
C -0.894 -0.636 -0.306
N 0.118 0.908 0.062
N 0.582 -1.108 -0.526
C 0.001 0.390 0.145
N -0.833 -0.033 0.223
N 1.082 -0.308 -0.437
C -0.615 0.244 0.269
C 0.114 0.438 0.097
C 0.142 -0.410 -0.165
H 0.100 0.031 0.005
H 0.109 -0.043 -0.047
C -0.048 0.015 0.013
C 0.095 0.010 0.177
C 0.199 -0.232 -0.349
O 0.148 -0.164 0.304
N -0.373 0.188 0.038
C 0.219 0.315 -0.228
H -0.021 -0.039 0.021
C -0.154 -0.172 -0.192
N 0.061 -0.023 0.017
C 0.008 -0.041 -0.022
H 0.003 0.089 -0.001
H 0.021 0.016 0.014
H -0.014 0.083 0.031
C -0.179 -0.226 -0.082
C -0.010 0.064 0.489
H -0.070 0.075 -0.133
H 0.022 0.016 0.041
H 0.038 -0.003 0.032
H -0.034 0.005 0.006
H 0.048 -0.006 0.011
H -0.019 0.000 -0.036
H 0.110 0.016 -0.053
H -0.164 0.051 -0.021
H 0.021 -0.040 -0.023
H -0.041 0.077 -0.056
H -0.026 0.024 0.061
C 0.145 -0.130 0.043
H 0.011 0.095 0.036
C 0.212 0.074 -0.020
H 0.051 -0.077 -0.097
H -0.007 0.068 0.039
H 0.035 -0.077 -0.060
H 0.061 0.200 0.059
H -0.043 -0.044 0.050
H 0.006 0.093 -0.004
H -0.077 0.136 -0.045
H 0.030 0.014 -0.034
H 0.090 -0.068 -0.020

[5]
A cluster of 2 separate species, C2H3Cl5 in total, computed with ωB97M-V with the def2-TZVPD basis set.

The max |F| comes out at 0.151 eV/Å. As for the spin multiplicity: 1. The value obtained for the energy relative to the best compared isomer or geometry (same formula, charge and spin) is 0.028 eV. As for the HOMO-LUMO gap: 0.4317 hartree. The SMILES is ClC(Cl)Cl.ClCCl. For the HOMO energy, the calculation gives -11.1 eV.

Geometry (Å):
C: -0.462 1.741 -0.965
Cl: -0.454 1.824 -2.721
Cl: -2.068 1.349 -0.350
Cl: 0.130 3.246 -0.256
H: 0.207 0.949 -0.655
C: 0.646 -1.787 1.075
Cl: 0.726 -1.864 -0.689
Cl: -0.968 -2.163 1.692
H: 1.339 -2.513 1.482
H: 0.904 -0.782 1.387

Force components x, y, z for each atom (eV/Å):
C -0.043 0.029 0.136
Cl 0.009 -0.027 -0.029
Cl 0.015 -0.009 -0.020
Cl 0.006 0.010 -0.006
H 0.026 -0.047 -0.098
C -0.084 -0.034 0.121
Cl 0.008 0.049 -0.058
Cl 0.036 0.026 -0.023
H 0.028 -0.013 -0.028
H -0.002 0.015 0.006

Number 1: molar mass 113.2 g/mol. Number 2: molar mass 331.4 g/mol. Number 3: molar mass 609.6 g/mol. Number 4: molar mass 464.6 g/mol. Number 5: molar mass 204.3 g/mol.